A structure of composition C34H33IrNO4P2S. Source: the OMol25 dataset; level of theory: ωB97M-V/def2-TZVPD.

The geometry in XYZ format:
```
76
Properties=species:S:1:pos:R:3
Ir 0.4838 -0.1655 1.2318
O 3.1583 -1.0289 3.3974
S 1.7957 -1.5001 3.2898
O 1.4744 -2.6067 4.1631
O 0.8093 -0.3527 3.4292
O 1.5127 -1.9367 1.8096
C -0.8047 -2.6223 -0.5485
C -0.5733 -1.5538 -1.6154
P 0.6200 -0.2904 -0.9718
C 0.3332 1.1589 -2.0295
C 1.4189 1.9469 -2.4168
C 1.2245 3.0928 -3.1720
C -0.0589 3.4744 -3.5325
C -1.1450 2.7151 -3.1274
C -0.9498 1.5646 -2.3762
C 2.2047 -0.9611 -1.5796
C 2.4254 -1.1095 -2.9512
C 3.6142 -1.6470 -3.4140
C 4.5914 -2.0445 -2.5063
C 4.3746 -1.9028 -1.1458
C 3.1821 -1.3611 -0.6764
P -1.1820 -1.7539 1.0270
C -1.5486 -3.0847 2.2046
C -0.5738 -4.0485 2.4598
C -0.8134 -5.0487 3.3881
C -2.0155 -5.0907 4.0779
C -2.9794 -4.1192 3.8469
C -2.7457 -3.1183 2.9171
C -2.8166 -1.0214 0.6686
C -3.8535 -1.7774 0.1191
C -5.0613 -1.1812 -0.2056
C -5.2463 0.1790 0.0185
C -4.2258 0.9335 0.5756
C -3.0140 0.3338 0.8989
H 0.1123 -3.1888 -0.3610
H -1.5890 -3.3235 -0.8375
H -1.5175 -1.0609 -1.8577
H -0.1700 -1.9800 -2.5347
H 2.4221 1.6673 -2.1229
H 2.0751 3.7000 -3.4506
H -0.2130 4.3767 -4.1114
H -2.1512 3.0220 -3.3840
H -1.8159 1.0024 -2.0412
H 1.6701 -0.7804 -3.6559
H 3.7835 -1.7526 -4.4785
H 5.5219 -2.4659 -2.8664
H 5.1287 -2.2177 -0.4360
H 2.9948 -1.2758 0.3886
H 0.3905 -3.9801 1.9765
H -0.0387 -5.7743 3.5980
H -2.1925 -5.8660 4.8132
H -3.9118 -4.1334 4.3977
H -3.4989 -2.3581 2.7500
H -3.7179 -2.8403 -0.0450
H -5.8596 -1.7745 -0.6340
H -6.1893 0.6453 -0.2393
H -4.3615 1.9929 0.7543
H -2.2020 0.9129 1.3204
C -1.4403 3.3909 0.5400
C -0.0058 3.7215 0.2670
C 0.3585 4.9254 -0.3100
C 1.6892 5.2602 -0.5251
C 2.6691 4.3502 -0.1434
C 2.3621 3.1279 0.4291
C 3.4370 2.1607 0.8244
C 0.9967 2.7828 0.6473
N 0.6831 1.6541 1.3101
H -2.0855 4.2424 0.3121
H -1.5686 3.1102 1.5905
H -1.7740 2.5414 -0.0590
H -0.4256 5.6231 -0.5911
H 1.9576 6.2092 -0.9728
H 3.7167 4.5956 -0.2953
H 4.4208 2.6244 0.7331
H 3.4249 1.2611 0.2000
H 3.2985 1.7999 1.8461
```

Output
E = -2856.5084 a.u.
Total charge = -1
Energy above the lowest of the compared OMol25 structures with the same formula, charge and spin = 0.6 kcal per mole

Atomic partial charges in e from the Mulliken method, atoms 1 to 6:
1 Ir 1.54
2 O -0.70
3 S 1.19
4 O -0.69
5 O -0.80
6 O -0.69

---

A structure of composition C15H6. Source: the OMol25 dataset; level of theory: ωB97M-V/def2-TZVPD.

The geometry in XYZ format:
```
21
Properties=species:S:1:pos:R:3
C -1.9232 -1.8355 -0.3384
C -2.1206 -0.6376 1.6981
C -0.6112 -2.1216 0.3441
C 0.9544 1.6906 -1.9674
C 1.5657 1.9844 0.3182
C 2.5009 0.8036 0.4236
C -2.4006 -0.6794 0.3996
C -0.4744 -1.5375 -1.0162
C -0.7002 -0.9918 1.3141
C 0.3567 1.8262 -0.6700
C 0.7898 0.3963 -2.0219
C 1.3658 0.6189 1.0789
C -0.5074 0.7505 -0.2414
C -0.0901 -0.3033 -1.2316
C -0.0300 0.2547 1.0288
H -2.7047 -2.4420 -0.8037
H -2.6266 -0.1760 2.5071
H -0.2730 -3.1093 0.6622
H 1.7354 2.2815 -2.4395
H 1.8133 2.9592 0.7638
H 3.3800 0.2682 0.1917
```

Output
E = -574.4879 a.u.

Atomic partial charges in e from the Mulliken method, atoms 1 to 6:
1 C -0.03
2 C -0.59
3 C -0.41
4 C -0.43
5 C -0.48
6 C -0.78

---

A structure of composition C33H44N4SSbY. Source: the OMol25 dataset; level of theory: ωB97M-V/def2-TZVPD.

The geometry in XYZ format:
```
84
Properties=species:S:1:pos:R:3
Y -0.0965 0.1842 0.1865
C -0.1906 0.9519 3.8993
C 0.2102 2.1845 3.1012
N -0.2501 2.2188 1.6833
C -1.5989 2.8280 1.5385
C -2.7138 1.7989 1.4642
N -2.5197 0.9426 0.2805
C -3.6683 0.0442 0.0325
C -3.5624 -1.2828 0.7670
C -2.6970 -2.3083 0.0504
N -1.2239 -2.1115 0.1580
C -0.6416 -2.9017 1.2760
C -0.5405 -2.1086 2.5652
N 0.3827 -0.9756 2.3722
C 0.6816 -0.2672 3.6418
H -1.2451 0.7093 3.7595
H -0.0947 1.2108 4.9557
H 1.3008 2.2582 3.0881
H -0.1606 3.0850 3.6012
H 0.3939 2.8502 1.2049
H -1.6011 3.4150 0.6145
H -1.7845 3.5237 2.3626
H -3.6757 2.3244 1.4041
H -2.7530 1.1706 2.3564
H -2.4573 1.5734 -0.5250
H -3.7106 -0.1425 -1.0470
H -4.5958 0.5617 0.3011
H -4.5636 -1.7096 0.8515
H -3.2299 -1.1261 1.7948
H -2.9479 -2.2888 -1.0125
H -2.9361 -3.3132 0.4125
H -0.8268 -2.5031 -0.6979
H 0.3653 -3.2057 0.9756
H -1.2266 -3.8138 1.4370
H -0.1699 -2.7694 3.3602
H -1.5097 -1.7294 2.8977
H 1.2723 -1.3793 2.0519
H 1.7303 0.0428 3.6036
H 0.5961 -0.9751 4.4741
C 2.9718 -0.5026 0.6583
C 2.7904 -1.8758 0.4360
C 2.0545 -2.0321 -0.7484
C 1.7725 -0.7556 -1.2732
C 2.3341 0.2093 -0.3771
H 3.5167 -0.0595 1.4752
H 3.1761 -2.6715 1.0488
H 1.8019 -2.9736 -1.2122
H 1.4710 -0.5402 -2.2929
H 2.4980 1.2569 -0.6165
S -0.2953 2.2067 -1.6935
Sb -0.5019 1.3884 -3.8471
C -1.8438 -0.2196 -3.8947
C -3.1498 -0.0151 -4.3218
C -4.0351 -1.0841 -4.3734
C -3.6111 -2.3548 -4.0220
C -2.3028 -2.5639 -3.6096
C -1.4209 -1.4970 -3.5321
C -1.2188 2.9079 -5.0655
C -2.2646 3.7188 -4.6365
C -2.7404 4.7118 -5.4749
C -2.1697 4.8950 -6.7251
C -1.1227 4.0911 -7.1457
C -0.6408 3.0906 -6.3153
C 1.3201 0.6838 -4.5586
C 2.4855 1.3651 -4.2215
C 3.7038 0.8973 -4.6837
C 3.7565 -0.2431 -5.4702
C 2.5951 -0.9213 -5.8049
C 1.3686 -0.4591 -5.3496
H -3.4801 0.9682 -4.6378
H -5.0457 -0.9267 -4.7158
H -4.2936 -3.1884 -4.0939
H -1.9641 -3.5650 -3.3791
H -0.3879 -1.6773 -3.2517
H -2.6973 3.5946 -3.6496
H -3.5506 5.3489 -5.1536
H -2.5404 5.6744 -7.3738
H -0.6769 4.2436 -8.1167
H 0.1811 2.4667 -6.6448
H 2.4512 2.2495 -3.5970
H 4.6125 1.4201 -4.4308
H 4.7095 -0.6025 -5.8283
H 2.6429 -1.8066 -6.4203
H 0.4627 -0.9880 -5.6200
```

Output
E = -2179.2788 a.u.
Total charge = +2
Energy above the lowest of the compared OMol25 structures with the same formula, charge and spin = 21.8 kcal per mole

Atomic partial charges in e from the Mulliken method, atoms 1 to 6:
1 Y 0.59
2 C -0.43
3 C -0.91
4 N -0.04
5 C -1.15
6 C -0.51

---

Ordered largest force on an atom results: 0.59; 5.59; 0.95; unit eV/A.